1.
This record from the OMol25 dataset describes a structure of composition C35H75Cl11FNNbO at a distorted geometry. The level of theory is ωB97M-V/def2-TZVPD.

Output
F_max in eV/A: 3.85
Energy relative to the best compared isomer or geometry (same formula, charge and spin) in kJ/mol: 0.00
Net charge: -1
LUMO level in eV: 1.791
Molar mass in g/mol: 1027.878

Last column: Löwdin charge in e.
CARTESIAN COORDINATES (ANGSTROEM)
C 4.005266 4.136202 -3.100112  -0.12
C 3.548544 4.778177 -1.727802  -0.25
C 2.111211 4.316748 -1.281312  -0.22
C 1.014386 4.457880 -2.398187  -0.20
C 0.252021 3.073932 -2.490887  -0.20
C -0.933943 3.201335 -3.543543  -0.20
C -1.123296 1.769658 -4.191517  -0.21
C -2.060906 0.951955 -3.216627  -0.19
C -2.354165 -0.442923 -3.893665  -0.22
C -1.697575 -1.649764 -3.121302  -0.22
C -0.138398 -1.702579 -3.262469  -0.20
C 0.676042 -0.963466 -2.141150  -0.31
C 0.118632 -1.111816 -0.676425  -0.36
Nb 1.683093 -1.418951 0.940174  1.70
N 3.212288 -1.777091 2.430687  -0.21
Cl 3.427542 -0.127091 -0.314019  0.03
C 2.388815 -3.358711 -0.103135  -0.36
C 3.874037 -3.288466 -0.624273  -0.36
C 4.512325 -4.718075 -0.871327  -0.22
C 4.404715 -5.139783 -2.384538  -0.21
C 5.678609 -5.922423 -2.909854  -0.26
C 6.241846 -5.273007 -4.240408  -0.14
O 0.307097 -2.606179 1.958782  -0.39
C -0.144259 -2.028671 3.171177  -0.38
C -0.758205 -3.208616 4.037010  -0.22
C 0.465079 -4.065291 4.565252  -0.11
C 1.047704 0.505822 2.009368  -0.44
F 1.838952 0.638371 3.219071  -0.19
C 1.426284 1.807080 1.169657  -0.33
C 0.635006 3.029328 1.817544  -0.12
H 3.801388 4.806192 -3.963360  0.06
H 3.395664 3.214174 -3.249670  0.07
H 5.086645 3.882531 -3.028395  0.07
H 4.251053 4.382234 -0.950616  0.10
H 3.672941 5.885984 -1.737965  0.10
H 2.198670 3.269150 -0.909332  0.08
H 1.794883 4.928388 -0.397949  0.10
H 1.426121 4.664475 -3.411307  0.10
H 0.251106 5.243142 -2.178943  0.11
H 0.923236 2.252525 -2.821064  0.09
H -0.189659 2.823168 -1.500471  0.11
H -1.893774 3.459911 -3.031261  0.11
H -0.682113 3.992104 -4.290696  0.08
H -1.679743 1.882000 -5.149728  0.06
H -0.185911 1.185369 -4.308275  0.10
H -3.025506 1.486822 -3.045553  0.10
H -1.552457 0.728479 -2.245725  0.09
H -3.463388 -0.623732 -3.886456  0.10
H -2.050285 -0.503788 -4.966450  0.10
H -2.094905 -2.573633 -3.624794  0.10
H -2.086015 -1.684605 -2.081885  0.10
H 0.200609 -2.756008 -3.408199  0.10
H 0.107313 -1.183022 -4.230209  0.10
H 0.852656 0.116005 -2.376726  0.07
H 1.697228 -1.427521 -2.135972  0.05
H -0.560567 -0.257915 -0.379830  0.04
H -0.544174 -2.020142 -0.641324  0.04
H 2.802786 -1.855396 3.362958  -0.05
H 3.828030 -0.962139 2.466645  -0.05
H 2.373507 -4.137433 0.705469  0.03
H 1.655110 -3.664335 -0.891061  0.03
H 4.533962 -2.764670 0.108220  0.05
H 3.884166 -2.712320 -1.583080  0.06
H 5.573130 -4.708768 -0.504342  0.10
H 3.978377 -5.456405 -0.228893  0.10
H 3.514367 -5.788856 -2.547469  0.10
H 4.321607 -4.219652 -3.011064  0.09
H 5.363015 -6.959444 -3.187635  0.09
H 6.498413 -5.945473 -2.156381  0.09
H 7.271060 -5.653164 -4.460414  0.06
H 6.262510 -4.162567 -4.142005  0.07
H 5.587206 -5.519025 -5.113120  0.07
H 0.679140 -1.600626 3.797128  0.08
H -0.931633 -1.242163 3.018356  0.10
H -1.336098 -3.862639 3.339925  0.10
H -1.417573 -2.821488 4.838674  0.02
H 0.453362 -4.144787 5.676597  0.06
H 1.420685 -3.538409 4.310186  0.06
H 0.529054 -5.052923 4.057447  0.07
H -0.047017 0.606746 2.212200  0.07
H 2.500681 2.009422 1.372182  0.08
H 1.193615 1.668387 0.094713  0.04
H 1.172688 3.958521 1.503538  0.04
H 0.728098 2.976063 2.924147  0.06
H -0.411730 2.995849 1.448826  0.07
Cl -2.025616 4.213290 -7.091167  0.57
C -2.689173 3.486852 -8.574692  -0.66
C -4.014916 2.804346 -8.326163  -0.67
Cl -3.836934 1.340919 -7.323835  0.56
H -1.949520 2.793100 -8.971721  0.07
H -2.818350 4.295755 -9.294107  0.07
H -4.451692 2.487914 -9.273937  0.07
H -4.721172 3.468760 -7.830262  0.01
Cl -0.594882 0.047941 8.720978  0.54
C -0.133790 -0.066235 7.000543  -0.64
C -1.278756 0.288890 6.081218  -0.64
Cl -2.577968 -0.931164 6.125595  0.59
H 0.231091 -1.075270 6.814419  0.07
H 0.691348 0.628574 6.846685  0.08
H -0.923372 0.335728 5.051019  0.07
H -1.713349 1.254550 6.335481  0.05
Cl -6.953740 4.181418 -6.321969  0.55
C -7.507255 2.695156 -5.509618  -0.65
C -7.825611 1.591850 -6.492697  -0.66
Cl -9.273151 1.956534 -7.467185  0.53
H -8.370881 2.948116 -4.896778  0.07
H -6.700800 2.377475 -4.848490  0.07
H -8.030727 0.666764 -5.954228  0.07
H -6.995479 1.413180 -7.174324  0.04
Cl 1.472870 -3.020478 13.558577  0.53
C 1.460066 -1.653858 12.414388  -0.67
C 1.725396 -2.095079 10.993237  -0.68
Cl 3.400540 -2.658173 10.766229  0.54
H 2.196404 -0.925668 12.750448  0.07
H 0.472618 -1.196689 12.479027  0.07
H 1.578076 -1.256281 10.313427  0.03
H 1.055515 -2.898859 10.692441  0.07
Cl -4.003517 1.878466 4.313465  0.55
C -4.953044 1.491068 5.769199  -0.69
C -6.213057 2.321179 5.865601  -0.67
Cl -5.865244 4.039617 6.185479  0.53
H -4.312792 1.633238 6.638431  0.06
H -5.210714 0.434477 5.705785  0.05
H -6.827200 1.963508 6.692224  0.07
H -6.801510 2.260911 4.951511  0.07

Cartesian forces (eV/Å) of the 3 atoms listed first:
-0.557 0.174 0.739
0.219 -0.691 0.155
0.376 1.138 -0.201

2.
This record from the OMol25 dataset describes a cluster of 11 separate species, C35H75F6N8O16P in total at a distorted geometry. The level of theory is ωB97M-V/def2-TZVPD.

Output
SMILES: CCOC(=O)C(F)(F)F.CCOC(=O)C(F)(F)F.COP(=O)(OC)OC.CN(C)C=O.CN(C)C=O.CN(C)C=O.CN(C)C=O.CN(C)C=O.CN(C)C=O.CN(C)C=O.CN(C)C=O
F_max in eV/A: 5.60
Net charge: 0
LUMO level in eV: 0.644
Molar mass in g/mol: 1008.987

Last column: Löwdin charge in e.
CARTESIAN COORDINATES (ANGSTROEM)
C -6.054756 0.861879 -0.294373  -0.05
C -4.876584 0.249444 -1.090253  -0.13
O -4.585588 -1.188790 -0.687335  0.03
C -3.534283 -1.744660 -1.293301  -0.43
O -2.779990 -1.329075 -2.058444  0.20
C -3.420383 -3.239205 -0.736532  -0.48
F -2.477274 -3.273979 0.225943  0.14
F -4.594505 -3.784865 -0.338474  0.15
F -2.972464 -4.047019 -1.696082  0.16
H -6.109418 1.964476 -0.395972  0.08
H -5.953613 0.625278 0.786393  0.08
H -7.035558 0.460547 -0.587136  0.07
H -3.928622 0.704822 -0.765751  0.11
H -4.925102 0.358687 -2.166102  0.10
C -2.086030 -8.459239 -2.617102  -0.08
C -2.430588 -7.070381 -2.310960  -0.28
O -1.677835 -6.552547 -1.252116  0.03
C -0.696082 -5.694290 -1.475250  -0.37
O -0.387257 -5.208599 -2.552675  0.13
C -0.003835 -5.184061 -0.209652  -0.56
F 0.990921 -5.973975 0.172162  0.19
F 0.472178 -3.956944 -0.480366  0.16
F -0.867652 -5.091974 0.792660  0.16
H -0.983571 -8.669623 -2.532615  0.10
H -2.594132 -8.722460 -3.623666  0.11
H -2.597038 -9.151497 -1.795616  0.12
H -3.472440 -6.955976 -2.087683  0.13
H -2.173438 -6.422441 -3.122076  0.11
C -1.895128 1.178958 2.382597  -0.05
O -1.809945 2.604240 2.728715  -0.20
P -2.176405 3.682567 1.694672  0.36
O -3.010139 3.207591 0.512904  -0.28
O -2.856548 4.729903 2.678677  -0.22
C -4.304285 4.771840 2.674719  -0.08
O -0.784049 4.339941 1.331299  -0.25
C -0.562942 5.365523 0.273276  -0.01
H -2.132900 1.030514 1.345976  0.05
H -2.659524 0.693110 3.021361  0.10
H -0.876742 0.756880 2.543265  0.07
H -4.662999 4.374779 1.701356  0.08
H -4.557093 5.820940 2.752680  0.08
H -4.740416 4.301509 3.538093  0.08
H -1.184352 6.209958 0.525607  0.08
H -0.766925 5.054923 -0.740041  0.06
H 0.507605 5.561095 0.358762  0.09
C -1.649718 3.204977 -3.114212  -0.07
N -2.904897 2.560999 -3.227912  -0.18
C -4.110280 3.238098 -2.746299  -0.04
C -3.072916 1.588198 -4.118608  -0.35
O -4.138356 1.070002 -4.457347  -0.02
H -1.702084 4.265361 -3.395640  0.10
H -0.819038 2.586479 -3.530910  0.10
H -1.382820 3.287222 -2.071115  0.06
H -4.024142 3.386394 -1.661527  0.06
H -4.319121 4.194512 -3.276170  0.10
H -5.001919 2.632273 -2.985656  0.08
H -2.116303 1.153189 -4.440521  0.13
C 0.394685 4.490882 4.392707  -0.05
N 0.755805 3.072354 4.316442  -0.16
C 1.514507 2.437313 3.203306  -0.02
C 0.061521 2.242581 5.162734  -0.35
O 0.181601 1.039918 5.205297  0.00
H 1.314707 5.090159 4.432504  0.09
H -0.186940 4.585236 5.311042  0.08
H -0.090528 4.850849 3.432272  0.08
H 2.205299 3.150237 2.746301  0.07
H 2.040239 1.547832 3.523286  0.08
H 0.849559 2.129533 2.372623  0.07
H -0.596175 2.783852 5.872767  0.13
C 0.074304 -3.205650 5.746530  -0.06
N -0.831846 -2.965953 4.716583  -0.20
C -1.693441 -3.989642 4.180127  -0.03
C -1.067136 -1.764063 4.263729  -0.37
O -1.749590 -1.370138 3.318556  -0.03
H 0.940807 -2.616688 5.602780  0.07
H 0.316684 -4.290119 5.798915  0.12
H -0.319884 -2.932099 6.704629  0.09
H -2.366553 -3.514437 3.438916  0.09
H -1.182492 -4.785399 3.558320  0.10
H -2.319538 -4.389079 5.007694  0.10
H -0.407577 -1.113227 4.938795  0.14
C 0.656612 -0.648235 -6.119030  -0.04
N 0.130060 -1.184026 -4.876476  -0.18
C -0.590139 -2.452592 -4.979169  -0.03
C 0.428185 -0.554092 -3.685341  -0.33
O 1.132489 0.413220 -3.568385  0.01
H -0.119839 -0.138835 -6.672152  0.09
H 0.931526 -1.519270 -6.717841  0.09
H 1.532477 -0.068646 -5.979142  0.06
H -1.434233 -2.474853 -5.635608  0.09
H 0.181676 -3.101385 -5.278553  0.07
H -0.955262 -2.737493 -3.983781  0.08
H -0.097433 -1.001979 -2.856202  0.11
C 4.678977 -2.281506 2.904087  -0.05
N 4.087966 -3.589701 2.631592  -0.19
C 4.304059 -4.210386 1.338837  -0.04
C 3.024862 -4.024474 3.373428  -0.35
O 2.226419 -4.859562 2.967319  0.00
H 4.336023 -1.534477 2.194556  0.06
H 5.776822 -2.259269 2.864066  0.09
H 4.277011 -1.973267 3.883748  0.09
H 3.688388 -3.736562 0.615780  0.07
H 5.338184 -4.058261 1.058733  0.09
H 3.977462 -5.263574 1.314351  0.10
H 2.914333 -3.468989 4.316763  0.12
C 3.618197 2.365721 -3.208621  -0.10
N 2.638357 3.402736 -3.515669  -0.16
C 2.587245 3.679164 -4.985233  -0.03
C 1.983719 4.163552 -2.546339  -0.27
O 1.239406 5.120859 -2.841752  -0.03
H 3.696787 1.628540 -4.001959  0.07
H 3.382896 1.721258 -2.315590  0.09
H 4.641824 2.749173 -2.980512  0.08
H 1.933966 4.518353 -5.213839  0.08
H 3.571112 3.995847 -5.340096  0.08
H 2.353127 2.746984 -5.526166  0.08
H 2.328772 3.875730 -1.546476  0.11
C 6.028609 1.911740 -0.256437  -0.06
N 5.384498 3.119565 0.177582  -0.21
C 5.932058 4.410031 -0.149849  -0.04
C 4.136268 3.085731 0.581676  -0.38
O 3.459629 4.091681 0.700360  -0.02
H 6.227185 1.935536 -1.354357  0.09
H 5.377287 1.031959 0.011948  0.10
H 7.000463 1.886251 0.297541  0.10
H 5.517528 5.178421 0.494961  0.09
H 7.004899 4.384427 0.018218  0.08
H 5.823950 4.684096 -1.217097  0.10
H 3.744324 2.049032 0.778658  0.12
C -0.474879 -0.948960 0.227733  -0.08
N 0.804568 -0.982459 0.826828  -0.13
C 0.965039 -1.752840 2.041276  0.00
C 1.690680 -0.066406 0.436848  -0.31
O 2.800385 -0.010313 0.957232  -0.03
H -1.211441 -0.951691 1.034143  0.07
H -0.719549 -1.818080 -0.355088  0.06
H -0.589736 -0.159008 -0.460215  0.08
H 0.185053 -2.449196 2.200375  0.08
H 1.823794 -2.318948 1.938772  0.05
H 1.014606 -1.033022 2.867360  0.11
H 1.304047 0.642995 -0.240276  0.12

Cartesian forces (eV/Å) of the 3 atoms listed first:
0.051 -0.821 0.326
1.201 0.194 1.498
-0.519 0.966 -1.013